# 1
Density functional theory data (the ωB97M-V functional and the def2-TZVPD basis) for a 2-piece molecular cluster, C3H3NO2S overall in a non-equilibrium geometry.

XYZ file:
```
10
Properties=species:S:1:pos:R:3
C -0.988 -1.192 -0.334
C 0.453 1.349 -0.511
C -1.583 -0.278 0.485
N -0.308 -1.985 -0.861
O 3.001 0.931 -0.271
O 1.611 -0.344 1.204
S 1.685 0.411 -0.035
H -0.249 0.995 -1.387
H -1.472 -0.426 1.520
H -2.150 0.539 0.188
```

**HOMO-LUMO gap (alpha / beta)**: 8.418 / 8.105 eV
**Energy above the lowest of the compared OMol25 structures with the same formula, charge and spin**: 190.3 kcal/mol
**HOMO energy (alpha / beta)**: -10.32 / -10.00 eV

=====

# 2
Density functional theory data (the ωB97M-V functional and the def2-TZVPD basis) for C19H18IN3NiO4 as an isolated structure in a non-equilibrium geometry.

XYZ file:
```
46
Properties=species:S:1:pos:R:3
C 0.570 -2.314 1.138
C -1.922 -2.194 -0.913
H 0.615 -3.412 1.009
H -0.368 -2.111 1.730
H 1.454 -2.003 1.706
H -2.558 -1.901 -1.763
H -2.007 -3.257 -0.729
H -2.312 -1.713 0.017
C 2.827 -0.887 -0.030
C 3.954 -0.065 -0.190
C 3.828 1.078 -0.988
C 2.589 1.365 -1.545
H 2.925 -1.800 0.553
H 4.883 -0.333 0.311
H 4.661 1.757 -1.181
H 2.440 2.261 -2.142
N 1.627 -0.579 -0.540
C 1.479 0.539 -1.286
C 0.126 0.928 -1.716
N -0.901 0.147 -1.324
C -2.141 0.641 -1.336
C -1.422 2.637 -2.480
C -2.460 1.874 -1.929
H -2.927 0.070 -0.846
H -3.494 2.227 -1.914
C -0.120 2.152 -2.375
H 0.724 2.755 -2.718
H -1.585 3.615 -2.943
Ni -0.242 -1.766 -0.450
I 0.785 -2.776 -2.627
O -2.483 0.173 1.660
C -1.510 0.901 1.998
O -0.504 1.296 1.343
C -1.562 1.385 3.454
C -2.753 1.286 4.216
C -2.828 1.775 5.519
C -1.690 2.361 6.113
C -0.478 2.430 5.392
C -0.427 1.955 4.081
N -1.784 2.935 7.413
O -2.885 2.895 8.009
O -0.768 3.473 7.908
H -3.636 0.824 3.776
H -3.754 1.720 6.088
H 0.396 2.869 5.871
H 0.508 2.033 3.525
```

**2S+1**: 3
**HOMO-LUMO gap (alpha / beta)**: 6.102 / 6.327 eV
**⟨S²⟩**: 2.083
**HOMO energy (alpha / beta)**: -8.61 / -8.60 eV

=====

# 3
Density functional theory data (the ωB97M-V functional and the def2-TZVPD basis) for C25H38AsMnN5O3SSi2 as an isolated structure.

XYZ file:
```
76
Properties=species:S:1:pos:R:3
Mn -0.162 -0.732 0.761
O 4.508 -0.824 -5.177
C 5.087 -0.988 -3.967
O 6.262 -1.213 -3.894
C 4.196 -0.889 -2.769
C 4.684 -1.390 -1.564
C 3.914 -1.343 -0.417
C 2.645 -0.765 -0.449
C 2.151 -0.271 -1.650
C 2.922 -0.330 -2.798
N 1.819 -0.691 0.702
C 2.395 -0.592 1.879
C 1.539 -0.695 3.010
C 2.007 -0.713 4.330
C 1.122 -0.946 5.352
C -0.228 -1.161 5.029
C -0.626 -1.097 3.718
N 0.221 -0.847 2.698
H 3.550 -0.747 -5.088
H 5.672 -1.829 -1.549
H 4.300 -1.789 0.491
H 1.168 0.177 -1.666
H 2.503 0.097 -3.704
H 3.461 -0.435 2.005
H 3.062 -0.562 4.516
H 1.455 -0.975 6.380
H -0.961 -1.363 5.797
H -1.659 -1.240 3.443
C -5.205 -4.284 1.192
C -4.956 -3.226 0.117
C -4.107 -2.106 0.621
N -2.844 -2.030 0.424
N -2.253 -0.941 1.017
C -3.104 -0.197 1.678
N -2.778 0.898 2.408
S -4.727 -0.800 1.597
H -5.810 -5.098 0.795
H -5.729 -3.860 2.049
H -4.260 -4.698 1.543
H -5.904 -2.831 -0.255
H -4.430 -3.660 -0.733
H -1.946 1.401 2.060
H -3.547 1.498 2.662
C 1.930 3.275 -1.925
Si 1.330 3.165 -0.143
C 2.810 2.690 0.921
C 0.790 4.892 0.370
As -0.430 1.704 0.260
Si -1.726 1.940 -1.652
C -2.000 3.755 -2.067
C -3.411 1.158 -1.340
C -1.022 1.101 -3.186
H 2.645 4.098 -2.015
H 1.113 3.468 -2.623
H 2.433 2.358 -2.238
H 3.511 3.528 0.974
H 3.346 1.840 0.493
H 2.506 2.437 1.939
H 1.583 5.618 0.170
H 0.564 4.916 1.438
H -0.107 5.209 -0.166
H -2.506 4.268 -1.246
H -2.626 3.842 -2.960
H -1.064 4.280 -2.264
H -3.876 1.558 -0.436
H -3.323 0.074 -1.237
H -4.080 1.363 -2.180
H -0.054 1.528 -3.460
H -1.696 1.229 -4.037
H -0.896 0.029 -3.010
C -0.188 -3.959 0.016
C -0.185 -2.469 -0.016
O -0.286 -1.835 -1.059
H 0.853 -4.291 0.048
H -0.665 -4.361 -0.877
H -0.680 -4.323 0.916
```

**2S+1**: 2
**HOMO-LUMO gap (alpha / beta)**: 5.853 / 6.197 eV
**⟨S²⟩**: 0.883
**HOMO energy (alpha / beta)**: -6.46 / -6.84 eV

=====

# 4
Density functional theory data (the ωB97M-V functional and the def2-TZVPD basis) for one molecule with the formula C9H7N7O2 in a non-equilibrium geometry.

XYZ file:
```
25
Properties=species:S:1:pos:R:3
O -1.311 0.772 2.236
O -1.960 -0.959 1.109
N 1.963 -1.058 4.281
N -3.590 0.385 -2.583
N 3.202 -0.606 3.930
C 1.198 -1.073 3.183
C -2.808 0.480 -1.514
C 2.989 0.053 2.718
C 1.829 -0.353 2.113
C -1.414 0.511 -1.803
C -1.407 0.558 -3.193
C 1.213 -0.039 0.785
C -0.088 0.111 0.480
C -0.193 0.301 -0.996
N -2.723 0.591 -3.619
N 1.890 -0.137 -0.408
N -1.220 -0.027 1.291
N 0.981 -0.057 -1.440
H 0.195 -1.482 2.943
H -3.073 0.348 -0.451
H 3.824 0.638 2.353
H -0.590 0.504 -3.876
H -3.066 0.741 -4.574
H 2.913 -0.167 -0.541
H 1.246 -0.034 -2.425
```

**HOMO-LUMO gap**: 5.954 eV
**Energy above the lowest of the compared OMol25 structures with the same formula, charge and spin**: 26.5 kcal/mol
**HOMO energy**: -7.31 eV
**Structure (SMILES)**: O=[N+]([O-])C1=C(c2cn[nH]c2)NNC1=C1C=NN=C1

=====

# 5
Density functional theory data (the ωB97M-V functional and the def2-TZVPD basis) for C4H9NO3 as an isolated structure in a non-equilibrium geometry.

XYZ file:
```
17
Properties=species:S:1:pos:R:3
C 1.097 -0.461 1.788
C 1.005 1.031 0.996
C -0.246 0.965 0.263
C -1.614 -0.346 -2.713
H 1.249 -1.872 0.098
H 1.932 -0.213 2.531
H -0.101 -0.746 2.173
H 1.432 1.692 2.016
H 1.911 0.773 0.324
H -1.186 0.473 1.093
H -0.750 2.009 -0.097
H -1.609 -1.035 -0.613
H -0.827 0.158 -3.258
N -1.417 -0.232 -1.294
O 1.663 -1.476 1.104
O 0.026 0.188 -1.056
O -2.565 -0.908 -3.355
```

**HOMO-LUMO gap**: 10.246 eV
**Energy above the lowest of the compared OMol25 structures with the same formula, charge and spin**: 185.4 kcal/mol
**HOMO energy**: -9.77 eV

=====

# 6
Density functional theory data (the ωB97M-V functional and the def2-TZVPD basis) for a 2-piece molecular cluster, C5H11NO3 overall in a non-equilibrium geometry.

XYZ file:
```
20
Properties=species:S:1:pos:R:3
C 1.037 0.194 -0.378
C 1.829 1.297 -1.061
C 1.716 -0.262 0.905
H 0.918 -0.653 -1.062
H -0.787 -0.882 0.539
H 1.941 2.163 -0.400
H 1.342 1.637 -1.978
H 2.822 0.935 -1.346
H 2.717 -0.652 0.697
H 1.795 0.566 1.617
H 1.155 -1.066 1.389
C -0.458 0.826 -0.051
C -1.832 -1.486 0.267
N -2.864 -1.277 1.111
O -1.203 0.985 -1.178
O -0.626 1.531 0.930
O -1.899 -1.975 -0.846
H -1.033 0.291 -1.842
H -3.789 -1.580 0.836
H -2.782 -0.591 1.851
```

**HOMO-LUMO gap**: 10.720 eV
**Energy above the lowest of the compared OMol25 structures with the same formula, charge and spin**: 25.2 kcal/mol
**HOMO energy**: -9.99 eV
**Structure (SMILES)**: CC(C)C(=O)O.NC=O

=====

# 7
Density functional theory data (the ωB97M-V functional and the def2-TZVPD basis) for a 2-piece molecular cluster, C4H10N overall in a non-equilibrium geometry.

XYZ file:
```
15
Properties=species:S:1:pos:R:3
C 0.479 -3.142 -1.117
N 0.616 -2.002 -0.555
H 1.378 -3.675 -1.412
H -0.525 -3.516 -1.293
H 1.307 -1.307 -0.838
H -0.121 -1.609 0.029
C -0.124 1.692 -0.588
C 0.008 1.940 0.879
C -1.042 1.782 1.699
H 0.608 2.135 -1.245
H -1.067 2.071 -0.978
H 0.000 0.642 -0.929
H 1.006 1.999 1.306
H -0.938 1.588 2.754
H -2.006 2.055 1.285
```

**HOMO-LUMO gap**: 6.037 eV
**Total charge**: +1
**Energy above the lowest of the compared OMol25 structures with the same formula, charge and spin**: 73.0 kcal/mol
**HOMO energy**: -12.51 eV

=====

# 8
Density functional theory data (the ωB97M-V functional and the def2-TZVPD basis) for C24H48AlCl16O6 as an isolated structure.

XYZ file:
```
95
Properties=species:S:1:pos:R:3
C -0.720 -4.326 2.194
C -1.232 -4.396 0.792
O -2.350 -4.702 0.473
O -0.321 -3.969 -0.143
C 0.632 -4.899 -0.645
O 1.737 -4.454 -0.823
C 0.173 -6.251 -0.877
Al 0.576 -7.414 0.795
C 0.636 -9.389 0.293
O 1.884 -10.002 -0.127
C 2.959 -9.621 0.637
O 2.702 -9.899 2.003
C 3.510 -9.169 2.898
C 2.645 -8.548 3.986
O 3.369 -7.518 4.666
H -0.578 -3.286 2.488
H 0.234 -4.856 2.259
H -1.447 -4.809 2.843
H -0.902 -6.294 -1.062
H 0.725 -6.619 -1.742
H 1.939 -6.818 1.453
H -0.613 -7.172 1.870
H -0.023 -9.518 -0.576
H 0.194 -9.997 1.089
H 3.833 -10.195 0.297
H 3.169 -8.546 0.524
H 4.055 -8.362 2.395
H 4.264 -9.823 3.359
H 2.375 -9.295 4.734
H 1.730 -8.154 3.538
H 3.157 -6.686 4.229
Cl -5.117 -2.216 -1.816
C -3.472 -2.926 -1.880
C -2.411 -1.864 -1.807
Cl -2.372 -0.843 -3.275
H -3.397 -3.499 -2.800
H -3.374 -3.603 -1.033
H -1.435 -2.337 -1.722
H -2.557 -1.210 -0.952
Cl -1.659 4.562 -5.312
C -1.030 2.900 -5.122
C -0.682 2.587 -3.692
Cl 0.727 3.511 -3.115
H -0.164 2.801 -5.770
H -1.810 2.222 -5.462
H -0.420 1.534 -3.599
H -1.514 2.800 -3.026
Cl -8.481 0.190 -6.092
C -7.457 -0.680 -4.914
C -6.115 -0.027 -4.724
Cl -5.089 -0.161 -6.177
H -7.350 -1.703 -5.264
H -7.994 -0.684 -3.968
H -5.592 -0.523 -3.909
H -6.217 1.030 -4.490
Cl 1.992 7.817 -1.155
C 0.493 6.996 -1.688
C -0.659 7.961 -1.782
Cl -1.188 8.537 -0.173
H 0.293 6.191 -0.992
H 0.694 6.566 -2.667
H -1.514 7.471 -2.237
H -0.390 8.828 -2.380
Cl 1.773 0.413 -1.846
C 3.291 -0.518 -1.770
C 4.484 0.373 -1.552
Cl 4.817 1.415 -2.963
H 3.379 -1.084 -2.693
H 3.197 -1.216 -0.939
H 5.369 -0.238 -1.390
H 4.338 1.023 -0.693
Cl 3.953 9.083 4.202
C 3.551 8.404 2.600
C 2.313 7.550 2.643
Cl 2.564 6.047 3.574
H 4.413 7.837 2.257
H 3.390 9.244 1.927
H 2.041 7.265 1.630
H 1.480 8.083 3.094
Cl -4.880 4.979 -3.267
C -4.866 4.962 -1.485
C -3.730 5.775 -0.922
Cl -2.147 5.033 -1.271
H -4.803 3.925 -1.166
H -5.813 5.379 -1.149
H -3.820 5.838 0.161
H -3.721 6.784 -1.329
Cl 4.272 8.142 9.209
C 3.889 7.518 7.580
C 2.646 6.669 7.567
Cl 2.872 5.128 8.439
H 4.752 6.960 7.227
H 3.740 8.379 6.934
H 2.393 6.422 6.538
H 1.809 7.188 8.026
```

**HOMO-LUMO gap**: 7.219 eV
**Total charge**: -1
**HOMO energy**: -5.74 eV